Arrangement P

ORCA calculation (the ωB97M-V functional and the def2-TZVPD basis) on a cluster of 2 separate species, C9H14 in total.

LUMO = 1.05 eV
SMILES = Cc1ccccc1.CC

```
! wB97M-V def2-TZVPD RIJCOSX def2/J DEFGRID3
* xyz 0 1
C -2.7342 2.1089 -1.5560
C -1.3690 1.7360 -1.0746
C -0.9226 2.1062 0.1795
C 0.2942 1.5663 0.6311
C 1.0319 0.7145 -0.1456
C 0.6044 0.3453 -1.4210
C -0.5814 0.8961 -1.8910
H -3.3591 2.5062 -0.7571
H -3.2586 1.2299 -1.9371
H -2.7226 2.8209 -2.3850
H -1.4904 2.8822 0.6748
H 0.6239 1.8812 1.6151
H 1.8804 0.2249 0.3138
H 1.1409 -0.3814 -2.0121
H -0.8113 0.7149 -2.9342
C 0.8356 -2.4127 1.2517
C 2.1278 -2.9015 1.8843
H 0.5304 -1.4210 1.5696
H 0.7484 -2.4411 0.1671
H -0.0038 -3.0290 1.5982
H 1.9303 -3.7496 2.5405
H 2.6335 -2.1847 2.5345
H 2.8711 -3.2125 1.1534
*
```

Arrangement Q

ORCA calculation (the ωB97M-V functional and the def2-TZVPD basis) on a cluster of 2 separate species, C9H14 in total.

LUMO = 1.00 eV
SMILES = Cc1ccccc1.CC

```
! wB97M-V def2-TZVPD RIJCOSX def2/J DEFGRID3
* xyz 0 1
C 3.6362 0.3171 0.7284
C 2.2933 0.3931 -0.0313
C 1.9838 -0.5547 -0.9747
C 0.7010 -0.5964 -1.4886
C -0.2864 0.4015 -1.1271
C 0.0891 1.4050 -0.2007
C 1.3723 1.3291 0.3922
H 4.1272 1.2842 0.8440
H 4.5066 0.1107 0.0720
H 3.7754 -0.3028 1.6387
H 2.7367 -1.3578 -1.1472
H 0.3596 -1.4230 -2.1299
H -1.3307 0.3522 -1.4561
H -0.6828 2.1189 0.1057
H 1.6459 1.9821 1.1810
C -4.7072 -1.0234 0.4105
C -3.5027 -1.1207 1.4530
H -4.3845 -0.6783 -0.6137
H -5.0757 -1.9989 0.4486
H -5.3682 -0.2884 0.8751
H -3.9492 -1.2831 2.4163
H -2.6666 -1.7977 1.0760
H -3.1704 -0.0211 1.7189
*
```

Arrangement R

ORCA calculation (the ωB97M-V functional and the def2-TZVPD basis) on a cluster of 2 separate species, C9H14 in total.

LUMO = 1.02 eV
SMILES = Cc1ccccc1.CC

```
! wB97M-V def2-TZVPD RIJCOSX def2/J DEFGRID3
* xyz 0 1
C 1.3854 2.0404 -0.7947
C -0.0403 1.6303 -0.5011
C -0.8207 2.4282 0.3257
C -2.1742 2.1322 0.5118
C -2.7320 1.0103 -0.0766
C -1.9213 0.1958 -0.8667
C -0.5819 0.4802 -1.0716
H 2.0786 1.7334 -0.0022
H 1.5615 3.1034 -0.9355
H 1.6968 1.5732 -1.7343
H -0.4823 3.3369 0.8014
H -2.7693 2.7885 1.1312
H -3.7978 0.8104 -0.0713
H -2.4135 -0.6596 -1.3079
H 0.0360 -0.1536 -1.6886
C 1.4409 -3.0974 0.0969
C 1.3234 -2.5039 1.5055
H 1.5898 -2.3430 -0.6707
H 2.2365 -3.8352 -0.0204
H 0.5128 -3.6043 -0.1816
H 0.3048 -2.1466 1.6818
H 2.0027 -1.6637 1.6130
H 1.5638 -3.2560 2.2556
*
```

Arrangement S

ORCA calculation (the ωB97M-V functional and the def2-TZVPD basis) on a cluster of 2 separate species, C9H14 in total.

LUMO = 1.01 eV
SMILES = Cc1ccccc1.CC

```
! wB97M-V def2-TZVPD RIJCOSX def2/J DEFGRID3
* xyz 0 1
C 1.3900 -1.2450 -2.6349
C 0.4827 -0.1807 -2.0827
C 0.4849 1.1059 -2.5967
C -0.3422 2.0405 -2.0220
C -1.2166 1.8006 -0.9704
C -1.2260 0.4605 -0.5638
C -0.4111 -0.5513 -1.0551
H 2.4664 -1.0489 -2.6219
H 1.2890 -1.3966 -3.7221
H 1.1321 -2.2239 -2.2356
H 1.1343 1.3532 -3.4234
H -0.2718 3.0861 -2.3269
H -1.8381 2.5909 -0.5884
H -1.9614 0.1220 0.1668
H -0.3889 -1.5142 -0.5788
C 0.0429 -1.2086 3.7597
C -0.3058 0.1063 3.0457
H -0.4030 -2.1049 3.3337
H 1.1206 -1.3955 3.7160
H -0.1969 -1.1589 4.8169
H -0.2576 0.9305 3.7555
H -1.2227 0.0566 2.4719
H 0.4991 0.3753 2.3564
*
```

In order of decreasing stability: arrangement R, arrangement P, arrangement S, arrangement Q.

Arrangement P

ORCA calculation (the ωB97M-V functional and the def2-TZVPD basis) on the molecule C5H10O2.

LUMO = 0.93 eV
SMILES = C[C@]1(CCO)CO1

```
! wB97M-V def2-TZVPD RIJCOSX def2/J DEFGRID3
* xyz 0 1
C -1.5328 -1.3478 0.5126
C -0.5750 -0.1688 0.3284
C 0.7312 -0.2952 -0.5464
C 1.9509 0.3480 0.0604
O 1.6887 1.6324 0.5928
C -1.0411 0.9909 -0.5117
O -1.1552 1.0304 0.8691
H -1.0503 -2.3179 0.3512
H -2.0167 -1.3933 1.5013
H -2.3486 -1.2412 -0.2126
H 0.6100 0.0627 -1.5987
H 0.7928 -1.3695 -0.6639
H 2.7270 0.4952 -0.6956
H 2.3057 -0.3402 0.8305
H 1.0109 1.5214 1.2762
H -1.7727 0.6501 -1.2303
H -0.3249 1.7426 -0.8634
*
```

Arrangement Q

ORCA calculation (the ωB97M-V functional and the def2-TZVPD basis) on a cluster of 2 separate species, C5H10O2 in total.

LUMO = 0.77 eV
SMILES = C=C/C(O)=C/C.O

```
! wB97M-V def2-TZVPD RIJCOSX def2/J DEFGRID3
* xyz 0 1
C -1.9401 -0.7376 -0.5217
C -1.2185 -0.8854 0.5834
C 0.2175 -0.5348 0.6788
O 0.6422 -0.5856 1.9922
C 1.0933 -0.4245 -0.3213
C 2.6003 -0.5085 -0.1915
H -1.4858 -0.2357 -1.3704
H -3.0003 -0.9653 -0.5038
H -1.6635 -0.9899 1.5624
H 1.5967 -0.7252 1.9672
H 0.6566 -0.2405 -1.3008
H 2.8793 -1.2490 0.5562
H 2.9515 -0.9446 -1.1232
H 3.0185 0.4726 0.0213
O -1.5351 2.6175 -1.8343
H -0.7100 3.1009 -1.7205
H -2.2184 3.2573 -1.5855
*
```

Arrangement R

ORCA calculation (the ωB97M-V functional and the def2-TZVPD basis) on the molecule C5H10O2.

LUMO = 0.02 eV

```
! wB97M-V def2-TZVPD RIJCOSX def2/J DEFGRID3
* xyz 0 1
O -0.1949 -0.4254 2.2447
C -1.1923 0.3237 1.5692
C -0.5872 0.8239 0.2618
C -0.1490 -0.3122 -0.6308
C 0.9877 0.2790 -2.0299
O 1.7215 -0.7481 -2.2967
C 1.0018 -1.0424 -0.3024
H -0.6189 -0.9355 2.9451
H -1.5226 1.1782 2.1801
H -2.0756 -0.2980 1.3561
H 0.2705 1.4653 0.5070
H -1.3255 1.4496 -0.2533
H -0.9499 -0.8909 -1.0923
H 1.3757 1.1111 -1.4080
H 0.3623 0.7113 -2.8457
H 1.1265 -2.0933 -0.5300
H 1.7700 -0.5965 0.3249
*
```

In order of decreasing stability: arrangement Q, arrangement P, arrangement R.